No. 1
86
Properties=species:S:1:pos:R:3:lowdin_charge:R:1 method="wB97M-V/def2-TZVPD" spin_multiplicity=6 e_homo_ev="-5.0 / -6.6" relative_energy_kj_mol=273.6 e_lumo_ev="-0.681 / -2.751" orbital_gap_ev="4.3208 / 3.8101" energy_ha=-4000.5625
Mn -0.660 -0.764 -0.715 0.59
C -0.876 2.198 -3.877 -0.11
C -0.904 0.953 -3.284 -0.08
N -1.205 0.791 -1.992 0.06
C -1.466 1.935 -1.272 -0.19
C -1.393 3.183 -1.910 -0.12
N -1.112 3.324 -3.181 0.09
C -1.758 1.711 0.122 -0.23
C -2.157 2.674 1.056 0.02
C -2.416 2.299 2.376 -0.15
C -2.293 0.944 2.698 0.06
C -1.827 0.038 1.743 -0.22
N -1.564 0.429 0.482 0.02
C -1.508 -1.345 1.974 -0.20
C -1.385 -1.933 3.236 -0.11
N -1.022 -3.179 3.430 0.06
C -0.780 -3.902 2.315 -0.15
C -0.845 -3.358 1.055 -0.13
N -1.182 -2.073 0.840 0.02
C -2.724 3.297 3.408 -0.16
C -2.895 4.651 3.103 -0.01
C -3.080 5.562 4.126 -0.15
N -3.124 5.232 5.405 0.05
C -2.998 3.951 5.705 -0.15
C -2.800 2.959 4.763 -0.01
H -0.667 2.324 -4.929 0.11
H -0.676 0.054 -3.840 0.12
H -1.557 4.099 -1.358 0.11
H -2.232 3.697 0.731 0.09
H -2.521 0.575 3.683 0.10
H -1.569 -1.348 4.128 0.11
H -0.512 -4.936 2.475 0.09
H -0.622 -3.948 0.175 0.10
H -2.883 5.007 2.086 0.10
H -3.189 6.618 3.915 0.10
H -3.045 3.714 6.760 0.10
H -2.696 1.941 5.101 0.10
N -4.595 -7.192 -7.084 0.15
C -4.105 -6.467 -6.341 -0.21
C -3.485 -5.578 -5.437 -0.25
C -3.542 -4.197 -5.652 -0.03
C -2.905 -3.335 -4.788 -0.03
C -2.194 -3.825 -3.683 -0.26
C -2.159 -5.210 -3.463 -0.03
C -2.794 -6.074 -4.327 -0.03
C -1.552 -2.937 -2.792 -0.13
C -1.023 -2.160 -2.002 -0.10
H -4.090 -3.814 -6.501 0.12
H -2.952 -2.269 -4.951 0.11
H -1.627 -5.593 -2.605 0.11
H -2.762 -7.139 -4.154 0.12
C 2.515 3.663 -3.557 -0.07
C 3.479 2.800 -2.760 -0.34
O 2.936 1.525 -2.499 -0.24
P 2.294 1.094 -1.082 0.25
O 1.318 0.033 -1.432 -0.35
Te 1.667 3.016 0.199 0.97
O 3.523 0.297 -0.362 -0.27
C 4.720 0.977 -0.042 -0.32
C 5.626 0.033 0.733 -0.05
H 2.986 4.614 -3.787 0.08
H 1.616 3.852 -2.976 0.04
H 2.229 3.164 -4.479 0.08
H 3.719 3.302 -1.812 0.07
H 4.405 2.634 -3.321 0.13
H 4.482 1.871 0.557 0.08
H 5.213 1.301 -0.968 0.12
H 5.123 -0.330 1.626 0.06
H 6.539 0.544 1.021 0.08
H 5.879 -0.820 0.109 0.08
C 2.125 0.704 4.269 -0.01
N 2.174 -0.245 3.184 -0.03
C 2.956 -1.336 3.218 -0.05
C 3.005 -2.203 2.174 0.00
C 2.148 -1.936 1.065 -0.38
N 1.313 -0.911 1.086 0.16
C 1.336 -0.001 2.072 -0.52
O 0.684 1.029 2.051 -0.09
N 2.095 -2.734 -0.005 0.21
H 3.017 0.617 4.887 0.09
H 1.241 0.527 4.886 0.10
H 2.050 1.707 3.849 0.09
H 3.545 -1.481 4.114 0.14
H 3.645 -3.070 2.187 0.11
H 2.811 -3.417 -0.179 0.12
H 1.518 -2.406 -0.779 0.09

---

No. 2
78
Properties=species:S:1:pos:R:3:lowdin_charge:R:1 method="wB97M-V/def2-TZVPD" spin_multiplicity=2 e_homo_ev="-3.5 / -3.3" relative_energy_kj_mol=0.0 e_lumo_ev="2.476 / 2.475" orbital_gap_ev="5.9475 / 5.7999" charge=-1 energy_ha=-2846.4005
Ru 0.591 0.155 0.169 0.73
C -0.647 4.362 3.117 -0.06
C -0.119 3.059 2.949 -0.15
N -0.640 2.178 2.141 0.09
C -1.722 2.521 1.400 -0.18
C -2.333 3.785 1.502 -0.17
C -1.754 4.712 2.400 -0.04
C -3.463 4.090 0.703 -0.06
C -3.935 3.151 -0.166 -0.08
C -3.320 1.888 -0.287 -0.06
C -2.222 1.535 0.470 -0.25
N -1.531 0.337 0.377 -0.05
C -2.189 -0.849 0.518 -0.23
C -3.563 -1.067 0.619 -0.04
C -4.089 -2.357 0.777 -0.11
C -3.293 -3.465 0.859 -0.08
C -1.890 -3.295 0.811 -0.17
C -0.985 -4.367 0.967 -0.02
C 0.354 -4.125 0.967 -0.05
C 0.816 -2.815 0.768 -0.14
N 0.002 -1.796 0.588 -0.06
C -1.348 -2.010 0.630 -0.15
H -0.177 5.056 3.802 0.09
H 0.762 2.736 3.497 0.08
H -2.195 5.698 2.499 0.11
H -3.930 5.065 0.788 0.10
H -4.790 3.375 -0.794 0.10
H -3.701 1.191 -1.020 0.10
H -4.250 -0.237 0.600 0.09
H -5.167 -2.465 0.836 0.10
H -3.708 -4.458 0.977 0.10
H -1.375 -5.370 1.096 0.11
H 1.075 -4.920 1.101 0.10
H 1.875 -2.602 0.736 0.07
S 2.713 -0.508 -0.560 0.60
C 3.633 -0.948 0.886 -0.68
C 4.882 -1.553 0.712 -0.15
C 5.684 -1.883 1.790 -0.13
C 5.234 -1.609 3.079 -0.13
C 3.999 -1.017 3.264 -0.15
C 3.167 -0.680 2.186 -0.72
S 1.616 0.074 2.480 0.57
H 5.214 -1.760 -0.299 0.09
H 6.647 -2.352 1.628 0.08
H 5.845 -1.862 3.938 0.08
H 3.642 -0.806 4.266 0.08
C 1.524 -0.003 -3.432 -0.28
Si 0.099 -0.162 -2.190 0.49
C -1.193 0.965 -3.031 -0.23
C -0.619 -1.905 -2.466 -0.28
C -1.995 -2.129 -2.573 -0.11
C -2.521 -3.410 -2.681 -0.10
C -1.674 -4.508 -2.692 -0.11
C -0.304 -4.313 -2.587 -0.11
C 0.211 -3.030 -2.469 -0.11
H 1.115 -0.071 -4.445 0.02
H 2.290 -0.767 -3.312 -0.02
H 2.011 0.970 -3.322 0.01
H -1.518 0.462 -3.946 0.03
H -0.736 1.913 -3.326 0.02
H -2.075 1.191 -2.434 -0.01
H -2.678 -1.287 -2.550 0.09
H -3.594 -3.549 -2.743 0.10
H -2.079 -5.511 -2.772 0.09
H 0.365 -5.167 -2.582 0.10
H 1.282 -2.896 -2.358 0.09
C 3.381 2.510 0.719 -0.04
C 2.125 2.934 0.051 -0.37
N 1.060 2.220 -0.270 -0.03
C 0.180 3.085 -0.888 -0.14
C 0.717 4.326 -0.956 -0.08
N 1.950 4.215 -0.353 0.09
H 3.145 1.894 1.588 0.02
H 3.945 3.391 1.031 0.08
H 3.984 1.903 0.044 0.06
H -0.780 2.747 -1.238 0.08
H 0.341 5.249 -1.357 0.10
H 2.628 4.942 -0.227 0.15